1.
Density functional theory data (the ωB97M-V functional and the def2-TZVPD basis) for a structure of composition C22H86Al2O26P.

The HOMO energy is -10.9 eV. Its net charge is +1. As for the LUMO energy: -8.554 eV. The strongest force on any atom is 2.765 eV/Å. As for the total energy: -3671.33604 Ha.

```
137
C22H86Al2O26P | the Open Molecules 2025 dataset | the ωB97M-V functional and the def2-TZVPD basis
Al -2.1689 1.8101 2.1034
Al -3.0895 -1.1189 -2.0478
C -5.3641 -0.3606 1.4765
O -4.2612 -0.0147 0.6509
H -5.9561 0.4775 1.8440
H -6.0870 -0.9531 0.9157
H -5.0150 -0.9164 2.3467
C -5.2784 4.6372 1.2533
O -3.9623 4.3372 1.6869
H -5.9427 5.2162 1.8948
H -5.3690 5.2617 0.3646
H -5.9358 3.7889 1.0631
P -0.2801 0.2198 -0.4985
O -1.6593 0.9283 -0.6104
O -0.7319 -1.2676 -0.2603
O 0.1549 0.8585 0.8480
O 0.5130 0.3674 -1.8227
C 1.6604 1.7671 4.5044
O 0.7040 1.5562 3.4053
H 2.2661 2.6721 4.4558
H 1.1580 1.8270 5.4698
H 2.3564 0.9349 4.6096
H 1.1979 1.3495 2.6084
C 0.8545 4.4037 2.0493
O -0.5290 4.3085 1.6647
H 1.0474 4.4322 3.1217
H 1.4145 3.5968 1.5766
H 1.1391 5.4137 1.7544
H -0.5951 4.8394 0.8677
C -3.2537 -3.5796 1.5077
O -2.7037 -2.9490 0.3838
H -3.0868 -2.8703 2.3183
H -4.3249 -3.7467 1.3954
H -2.8326 -4.5595 1.7328
H -1.8846 -2.4902 0.5843
C 5.6218 2.1103 -0.1346
O 4.7318 2.5130 0.9155
H 6.1368 1.1503 -0.0995
H 4.9866 2.1036 -1.0204
H 6.4251 2.8382 -0.2488
H 3.9894 1.9053 0.9485
C 3.4375 -0.4846 1.2379
O 2.7217 0.7595 1.1041
H 2.7606 -1.3286 1.3703
H 3.9941 -0.5780 0.3054
H 4.0564 -0.4194 2.1328
H 1.8457 0.5723 0.7591
C 3.5504 0.1061 -3.0165
O 2.8433 -0.5640 -2.0486
H 3.7319 1.1505 -2.7627
H 4.5179 -0.3783 -3.1482
H 3.0543 0.0810 -3.9867
H 1.9886 -0.1377 -1.9519
C -4.9506 2.6217 -2.1167
O -4.2098 1.6727 -2.7809
H -4.4330 3.5803 -2.1507
H -5.9145 2.8258 -2.5830
H -5.0307 2.4053 -1.0514
H -4.3178 1.8176 -3.7237
C -0.9305 3.7217 5.7462
O -1.7232 3.5406 4.5020
H -1.4942 4.2418 6.5208
H -0.7573 2.7350 6.1758
H 0.0633 4.1372 5.5795
H -2.2526 4.3399 4.4527
C 1.5330 -3.6678 -0.6773
O 0.3781 -3.5529 0.0469
H 1.8374 -4.7143 -0.6614
H 1.2559 -3.3080 -1.6682
H 2.3427 -3.0757 -0.2507
H 0.0235 -2.6708 -0.0862
C 0.3523 -2.1138 -4.3842
O -0.2542 -1.8181 -3.1330
H 0.1164 -3.1261 -4.7124
H -0.0507 -1.4187 -5.1208
H 1.4285 -2.0621 -4.2191
H 0.2481 -1.0641 -2.8154
C -0.8186 1.4072 -4.8464
O -1.1801 0.6555 -3.6686
H 0.0988 1.0107 -5.2815
H -1.6589 1.3749 -5.5399
H -0.6305 2.4338 -4.5321
H -0.4239 0.6155 -3.0786
C 1.7017 3.3392 -1.3992
O 1.3874 2.6016 -2.5581
H 0.8987 3.3600 -0.6625
H 2.6660 2.9808 -1.0390
H 2.0384 4.3559 -1.6019
H 1.0126 1.7573 -2.2970
C -0.2609 -1.8746 3.0380
O -1.2072 -1.1678 2.2249
H -0.6522 -2.2285 3.9918
H 0.1997 -2.6869 2.4758
H 0.5417 -1.1723 3.2632
H -0.8337 -1.0873 1.3443
C -3.0371 -0.5283 4.9391
O -1.9925 0.4503 4.8179
H -2.5363 -1.4964 4.9371
H -3.5623 -0.4743 5.8927
H -3.8121 -0.4961 4.1733
H -1.3359 0.2818 5.4977
C 2.1322 -4.9015 2.9513
O 3.2263 -4.7082 3.8176
H 1.1704 -4.5781 3.3495
H 2.3415 -4.3173 2.0552
H 2.0151 -5.9143 2.5659
H 2.9068 -4.8275 4.7150
C 5.4160 -3.1701 -1.3537
O 5.4214 -1.7415 -1.4368
H 4.9810 -3.4425 -2.3153
H 6.4031 -3.5892 -1.1584
H 4.7892 -3.4507 -0.5073
H 4.5045 -1.4578 -1.4579
C 0.0231 -7.2272 0.2478
O -0.4833 -6.1299 0.9620
H -0.3167 -8.2013 0.5994
H -0.3440 -7.1315 -0.7740
H 1.1111 -7.2932 0.2497
H -0.1957 -5.2884 0.6005
C -1.8288 -4.8768 -2.6015
O -2.5749 -3.8785 -3.2892
H -2.3184 -5.8501 -2.5718
H -0.8848 -5.1199 -3.0893
H -1.5822 -4.5635 -1.5870
H -2.5210 -4.1089 -4.2196
C 1.9088 3.7561 -5.6578
O 2.5893 4.0845 -4.4414
H 2.4640 3.9569 -6.5741
H 1.7083 2.6849 -5.6793
H 0.9159 4.2042 -5.6962
H 2.1150 3.6327 -3.7397
C -1.6087 4.2081 -1.9555
O -1.6198 3.4002 -0.7806
H -2.3867 4.9711 -1.9816
H -0.6999 4.8098 -1.9453
H -1.7570 3.5203 -2.7881
H -1.4323 2.5031 -1.0664
```

2.
Density functional theory data (the ωB97M-V functional and the def2-TZVPD basis) for a structure of composition C41H38BrMnN2O10S2.

The HOMO energy (alpha / beta) is -5.0 / -5.1 eV. As for the expectation value of S²: 8.753. Its net charge is -1. As for the LUMO energy (alpha / beta): 1.862 / 1.862 eV. The strongest force on any atom is 0.570 eV/Å. As for the total energy: -6968.58721 Ha. As for the spin multiplicity: 6.

```
95
C41H38BrMnN2O10S2 | the Open Molecules 2025 dataset | the ωB97M-V functional and the def2-TZVPD basis
Mn 0.6895 -0.9573 -0.1459
C -0.3550 1.1474 3.5847
C 0.5153 0.1504 2.8479
O 1.0318 0.5156 1.7869
C 0.7080 -1.1731 3.4189
C 0.4240 -1.3929 4.7787
C 0.5960 -2.6196 5.3745
C 1.0370 -3.6861 4.5825
C 1.3050 -3.5180 3.2496
C 1.1677 -2.2580 2.6054
O 1.4529 -2.1569 1.3594
H -0.6019 1.9459 2.8899
H 0.1773 1.5722 4.4367
H -1.2643 0.6737 3.9500
H 0.0784 -0.5645 5.3807
H 0.3897 -2.7600 6.4264
H 1.1602 -4.6652 5.0285
H 1.6320 -4.3432 2.6309
O 1.0256 -3.0191 -1.5006
C 0.0217 -3.4547 -0.9064
O -0.8504 -2.7486 -0.3318
C -0.1249 -4.9538 -0.8298
C 0.6264 -5.7778 -1.6650
C 0.5060 -7.1588 -1.5992
C -0.3552 -7.7384 -0.6816
C -1.0861 -6.8948 0.1485
C -0.9947 -5.5143 0.0937
N -1.9905 -7.4966 1.1105
O -2.0716 -8.7111 1.1430
O -2.6302 -6.7671 1.8376
H 1.3113 -5.3059 -2.3553
H 1.0877 -7.7882 -2.2581
H -0.4690 -8.8065 -0.5978
H -1.5762 -4.8779 0.7415
O -1.3782 -0.1456 0.7727
S -2.6993 -0.8191 0.5668
C -3.9120 0.5477 0.6745
C -4.8534 0.3935 -0.5069
C -3.9346 0.0935 -1.6876
C -2.9987 -1.0168 -1.2267
H -3.2921 1.4400 0.5665
H -4.3858 0.5420 1.6530
H -5.4609 1.2878 -0.6519
H -5.5365 -0.4444 -0.3377
H -3.3391 0.9742 -1.9343
H -4.4864 -0.2028 -2.5793
H -2.0109 -1.0004 -1.6768
H -3.4216 -2.0141 -1.3480
C 4.3150 -0.9122 2.5451
C 4.8157 -0.2546 1.2577
C 3.7942 -0.3136 0.2300
N 2.9426 -0.4062 -0.5319
H 5.0858 -0.8496 3.3121
H 4.0619 -1.9556 2.3740
H 3.4155 -0.4158 2.9021
H 5.7121 -0.7490 0.8738
H 5.0662 0.7960 1.4233
Br 1.8292 0.5180 -8.4110
C 1.1718 0.6344 -6.6245
C 0.4324 1.7457 -6.2532
C -0.0449 1.8203 -4.9562
C 0.2225 0.8052 -4.0446
C 0.9724 -0.2982 -4.4392
C 1.4461 -0.3928 -5.7369
C -0.2975 0.9048 -2.6241
O -1.0971 1.8065 -2.3452
O 0.1420 0.0172 -1.8352
H 0.2350 2.5328 -6.9678
H -0.6332 2.6647 -4.6241
H 1.1744 -1.0775 -3.7142
H 2.0253 -1.2484 -6.0549
O 1.5561 2.5694 -0.8431
S 0.2901 2.8630 -0.1450
C -0.4987 4.1946 -1.0690
C 0.2211 4.8239 -2.0671
C -0.3893 5.8185 -2.8125
C -1.7082 6.1665 -2.5659
C -2.4267 5.5118 -1.5758
C -1.8238 4.5127 -0.8299
C 0.7758 3.8934 1.2634
C -0.1630 4.3644 2.1663
C 0.2522 5.1120 3.2550
C 1.6027 5.3712 3.4450
C 2.5339 4.8811 2.5439
C 2.1231 4.1371 1.4496
H 1.2368 4.5046 -2.2551
H 0.1632 6.3143 -3.6002
H -2.1840 6.9376 -3.1573
H -3.4644 5.7641 -1.4004
H -2.3914 3.9639 -0.0899
H -1.2145 4.1533 2.0226
H -0.4779 5.4845 3.9620
H 1.9265 5.9476 4.3008
H 3.5878 5.0773 2.6948
H 2.8211 3.7290 0.7333
```